1.
The following is a DFT calculation (ωB97M-V with the def2-TZVPD basis set) of C49H51AsN8O3SSeY as an isolated structure.

Computed properties:
HOMO-LUMO gap = 6.5 eV
max |F| = 0.30 eV/Å
charge = +1
relative energy (zero: lowest compared OMol25 entry of this formula, charge and spin) = 11.6 kcal/mol
multiplicity = 1
DFT total energy = -207769.7934 eV

XYZ file:
```
115
Properties=species:S:1:pos:R:3:forces:R:3
Y -0.1003 1.4404 -0.1897 0.133 -0.009 -0.006
C 3.2072 4.2443 0.5866 0.005 -0.004 0.002
C 3.8219 3.9355 1.8049 -0.002 0.001 0.003
C 3.2535 2.9993 2.6304 0.004 0.000 -0.001
C 2.0695 2.3442 2.2469 -0.017 0.014 0.002
N 1.5062 2.6231 1.0584 0.009 0.016 -0.020
C 2.0633 3.5653 0.2640 0.003 0.034 0.024
N 1.5266 1.4793 3.1598 0.005 -0.013 -0.010
C 0.5859 0.6261 2.9439 -0.014 0.011 0.006
N -0.0902 0.2852 1.7823 0.040 -0.042 0.008
C -0.8993 -0.8112 2.0776 0.008 0.000 -0.001
N -1.5938 -1.5807 1.3211 0.016 -0.004 -0.001
C -1.6437 -1.5596 -0.0526 -0.010 0.005 0.003
C -2.1949 -2.6958 -0.6624 0.001 0.001 0.001
C -2.2938 -2.7664 -2.0302 0.001 -0.001 -0.003
C -1.8556 -1.6913 -2.8046 -0.003 -0.002 0.003
C -1.3327 -0.6058 -2.1515 -0.005 0.007 -0.005
N -1.2166 -0.5314 -0.8070 -0.022 -0.034 0.000
C -0.8220 -1.0922 3.5262 -0.001 -0.001 -0.013
C -1.4444 -2.0520 4.3017 -0.003 0.004 0.003
C -1.1087 -2.0896 5.6498 0.000 -0.001 -0.002
C -0.1769 -1.1998 6.1881 0.001 0.000 0.003
C 0.4505 -0.2479 5.3935 0.002 0.003 0.002
C 0.1031 -0.2182 4.0562 0.007 -0.008 -0.001
H 3.6058 4.9938 -0.0812 0.001 0.000 -0.001
H 4.7311 4.4417 2.1013 0.001 0.001 -0.001
H 3.6763 2.7456 3.5911 0.002 0.000 -0.001
H 1.5441 3.7752 -0.6700 0.003 -0.003 -0.004
H -2.5285 -3.4952 -0.0180 0.000 -0.001 -0.002
H -2.7149 -3.6450 -2.5011 -0.001 0.000 -0.001
H -1.9260 -1.6927 -3.8825 -0.001 0.000 0.000
H -0.9957 0.2572 -2.7221 0.001 0.002 -0.003
H -2.1595 -2.7385 3.8691 0.001 -0.002 0.000
H -1.5765 -2.8190 6.2981 -0.003 0.002 -0.001
H 0.0586 -1.2568 7.2429 0.000 0.001 -0.001
H 1.1810 0.4421 5.7938 0.003 -0.003 0.001
O -0.0749 4.3156 -4.0083 -0.009 0.003 0.004
S -0.9462 3.2479 -3.6294 0.024 0.003 0.002
O -0.8848 2.0143 -4.3673 -0.015 0.002 -0.003
N -0.7616 2.8952 -2.0264 -0.019 -0.008 0.024
C -1.8838 3.1174 -1.3391 0.020 -0.009 0.004
O -1.9342 2.7799 -0.1212 -0.123 0.088 -0.013
C -2.9935 3.6884 -2.1303 0.005 0.002 -0.004
C -4.2580 4.0579 -1.7108 -0.002 0.001 0.001
C -5.1285 4.5676 -2.6659 0.000 -0.001 0.000
C -4.7375 4.6962 -3.9959 -0.001 0.003 -0.001
C -3.4654 4.3197 -4.4170 -0.002 0.000 0.002
C -2.6153 3.8172 -3.4568 -0.004 -0.018 -0.005
H -4.5473 3.9525 -0.6741 0.000 0.001 0.000
H -6.1247 4.8709 -2.3745 0.000 0.000 -0.001
H -5.4364 5.0977 -4.7171 0.000 0.000 -0.002
H -3.1607 4.4194 -5.4495 0.001 0.000 0.000
C 4.0626 -4.0805 5.9668 0.005 -0.001 -0.003
C 4.3330 -3.3633 4.6485 -0.013 0.000 0.007
C 3.0971 -2.6726 4.0757 -0.003 0.009 0.013
C 2.0704 -3.6223 3.4677 0.044 0.036 0.004
N 2.5788 -4.2913 2.2723 0.130 0.032 0.025
C 2.6387 -3.7302 1.0409 -0.245 -0.141 -0.110
Se 2.0161 -2.0434 0.6357 0.095 0.011 -0.116
N 3.1473 -4.6599 0.1912 0.231 0.136 0.047
C 3.4686 -4.4628 -1.2168 -0.018 0.031 0.023
C 4.9709 -4.3655 -1.4754 -0.049 -0.039 0.054
C 5.6578 -3.2660 -0.6750 -0.002 -0.044 0.043
C 7.1183 -3.0977 -1.0710 0.008 0.026 -0.030
C 3.4540 -5.8150 0.8995 -0.041 0.010 -0.012
C 3.9857 -7.0290 0.4908 0.020 -0.014 -0.003
C 4.1482 -8.0025 1.4623 -0.013 -0.004 -0.001
C 3.7842 -7.7706 2.7914 -0.007 -0.006 -0.001
C 3.2465 -6.5594 3.1944 0.007 0.004 -0.008
C 3.0923 -5.5821 2.2221 -0.069 -0.057 0.001
H 4.9521 -4.5951 6.3303 0.000 -0.001 0.000
H 3.2698 -4.8258 5.8760 -0.007 -0.005 -0.004
H 3.7504 -3.3696 6.7344 0.000 0.001 0.001
H 4.7402 -4.0652 3.9139 0.002 -0.003 -0.004
H 5.1118 -2.6141 4.8063 -0.003 0.002 -0.001
H 3.3789 -1.9524 3.3039 -0.009 -0.007 0.010
H 2.5945 -2.1042 4.8637 -0.003 0.006 0.001
H 1.1742 -3.0758 3.1755 0.002 -0.006 -0.003
H 1.7738 -4.4033 4.1682 0.005 -0.008 -0.004
H 2.9621 -3.5468 -1.5193 -0.002 0.006 0.003
H 3.0292 -5.2921 -1.7738 0.000 -0.001 -0.029
H 5.1101 -4.1878 -2.5450 -0.042 0.013 -0.045
H 5.4516 -5.3252 -1.2641 0.009 0.029 0.013
H 5.5919 -3.4975 0.3926 -0.010 0.012 0.002
H 5.1171 -2.3250 -0.8108 -0.007 0.021 0.049
H 7.6719 -4.0285 -0.9322 -0.006 0.006 -0.007
H 7.6062 -2.3285 -0.4725 0.005 0.003 -0.006
H 7.2102 -2.8116 -2.1228 -0.003 -0.021 0.056
H 4.2617 -7.2122 -0.5387 -0.012 -0.006 0.012
H 4.5611 -8.9629 1.1861 0.002 0.000 0.002
H 3.9217 -8.5560 3.5219 0.004 0.001 0.000
H 2.9638 -6.3908 4.2236 0.007 0.010 0.011
C 2.6595 2.2862 -3.3749 0.015 0.014 0.014
As 2.2468 0.9050 -2.0743 -0.068 -0.003 0.064
C 3.9911 0.7050 -1.2501 0.003 0.046 0.027
C 2.0797 -0.6868 -3.2097 0.006 -0.049 -0.028
C 3.2170 -0.8452 -4.1679 0.001 0.043 -0.015
C 3.1260 -0.3639 -5.4716 -0.002 -0.040 -0.008
C 4.1998 -0.4796 -6.3428 0.024 -0.012 0.020
C 5.3807 -1.0748 -5.9199 -0.022 0.014 -0.014
C 5.4806 -1.5564 -4.6220 0.055 -0.021 -0.025
C 4.4057 -1.4407 -3.7543 0.011 -0.040 0.021
H 3.5501 1.9924 -3.9290 0.002 -0.004 0.000
H 2.8518 3.2232 -2.8534 -0.012 0.006 -0.011
H 1.8323 2.4328 -4.0652 -0.006 -0.015 0.003
H 4.7444 0.5292 -2.0175 -0.013 0.021 0.025
H 3.9645 -0.1201 -0.5415 0.014 -0.045 0.020
H 4.2218 1.6288 -0.7181 0.002 -0.006 -0.005
H 1.1288 -0.5816 -3.7341 0.015 -0.009 -0.012
H 2.0010 -1.5284 -2.5185 -0.031 0.017 0.011
H 2.2034 0.0962 -5.8081 0.008 0.009 0.002
H 4.1128 -0.1060 -7.3546 0.003 -0.002 -0.001
H 6.2179 -1.1654 -6.5990 -0.002 0.000 -0.006
H 6.3991 -2.0247 -4.2868 -0.045 0.023 -0.019
H 4.4864 -1.8085 -2.7374 -0.007 -0.027 -0.045
```
Positions in Å, forces in eV/Å.

=====

2.
The following is a DFT calculation (ωB97M-V with the def2-TZVPD basis set) of one molecule with the formula C4H9Cl at a distorted geometry.

Computed properties:
HOMO-LUMO gap = 11.5 eV
SMILES string = CCCCCl
max |F| = 11.59 eV/Å
charge = 0
relative energy (zero: lowest compared OMol25 entry of this formula, charge and spin) = 77.7 kcal/mol
multiplicity = 1
DFT total energy = -16813.3762 eV

XYZ file:
```
14
Properties=species:S:1:pos:R:3:forces:R:3
C 1.9605 -0.7011 -0.2408 1.919 1.933 5.015
C 0.5637 -0.2950 0.4729 -0.357 0.568 -2.163
C -0.4184 0.5935 -0.3916 -0.116 1.583 -1.850
C -2.0335 0.6941 0.0918 8.526 -6.787 3.954
Cl -2.9765 -0.8194 -0.1040 0.406 -0.645 0.096
H 2.6193 0.1485 -0.4222 -0.479 0.365 -1.031
H 2.1545 -1.5091 -0.9218 -1.064 -0.163 -0.551
H 2.6261 -0.9980 0.6944 -1.408 -0.148 -1.458
H 0.4938 0.0891 1.4869 1.198 -0.191 0.185
H 0.1601 -1.2665 0.4498 -1.360 -1.156 0.558
H -0.2562 0.0611 -1.3927 -1.247 1.028 0.922
H -0.0242 1.7523 -0.6417 -0.975 -3.065 1.104
H -2.6817 1.2514 -0.2071 -6.177 7.365 -5.516
H -2.1873 0.9991 1.1261 1.133 -0.687 0.734
```
Positions in Å, forces in eV/Å.

=====

3.
The following is a DFT calculation (ωB97M-V with the def2-TZVPD basis set) of one molecule with the formula C13H17N3O.

Computed properties:
HOMO-LUMO gap = 9.2 eV
SMILES string = O=C(NCCC1=CCCCC1)c1cnccn1
max |F| = 0.56 eV/Å
charge = 0
relative energy (zero: lowest compared OMol25 entry of this formula, charge and spin) = 27.1 kcal/mol
multiplicity = 1
DFT total energy = -20275.0397 eV

XYZ file:
```
34
Properties=species:S:1:pos:R:3:forces:R:3
O -0.8500 3.6980 -0.3935 -0.098 0.270 0.091
C -0.1998 2.7330 -0.0387 0.072 -0.219 -0.251
N -0.1628 1.5498 -0.6737 0.110 -0.283 0.019
C -1.0281 1.2006 -1.7696 -0.259 0.068 -0.147
C -1.9735 0.0542 -1.3745 0.209 0.098 0.099
C -1.1890 -1.1686 -0.9825 -0.292 0.104 -0.143
C -0.8696 -1.4181 0.2812 0.066 -0.081 0.182
C -0.0529 -2.5898 0.7317 0.001 -0.186 -0.068
C 0.0720 -3.6441 -0.3642 0.235 0.135 0.051
C 0.4038 -2.9698 -1.6902 -0.235 -0.168 -0.073
C -0.7515 -2.0646 -2.1076 0.269 -0.101 0.090
C 0.6837 2.7653 1.1737 0.223 0.160 0.485
C 0.8659 3.9446 1.8957 -0.205 -0.155 -0.347
N 1.6295 3.9868 2.9742 0.101 0.218 0.217
C 2.2151 2.8580 3.3439 -0.012 -0.158 -0.071
C 2.0375 1.6785 2.6298 0.088 0.042 0.144
N 1.2756 1.6327 1.5503 -0.146 0.111 -0.186
H 0.3545 0.8029 -0.2273 -0.025 0.147 0.018
H -0.4187 0.9044 -2.6303 -0.092 0.074 0.000
H -1.5974 2.0962 -2.0281 0.094 -0.116 -0.065
H -2.5930 0.3873 -0.5404 -0.046 0.027 -0.031
H -2.6227 -0.1700 -2.2224 -0.077 -0.005 -0.021
H -1.1976 -0.7478 1.0656 -0.117 0.183 0.010
H -0.5032 -3.0264 1.6269 0.060 0.029 0.031
H 0.9424 -2.2316 1.0185 0.014 -0.058 0.085
H 0.8439 -4.3692 -0.0996 -0.058 -0.054 0.007
H -0.8742 -4.1800 -0.4629 -0.036 -0.074 0.004
H 0.5889 -3.7182 -2.4631 0.073 0.035 -0.016
H 1.3114 -2.3734 -1.5739 0.078 0.018 -0.032
H -0.4624 -1.4592 -2.9702 -0.061 0.015 -0.059
H -1.6045 -2.6775 -2.4184 -0.023 0.041 -0.095
H 0.3826 4.8605 1.5875 -0.071 -0.003 -0.093
H 2.8348 2.9048 4.2285 0.072 -0.115 0.053
H 2.5092 0.7505 2.9236 0.085 0.003 0.114
```
Positions in Å, forces in eV/Å.

=====

4.
The following is a DFT calculation (ωB97M-V with the def2-TZVPD basis set) of one molecule with the formula C4H8Si at a distorted geometry.

Computed properties:
HOMO-LUMO gap = 9.7 eV
SMILES string = C=CC(=C)[SiH3]
max |F| = 4.50 eV/Å
charge = 0
relative energy (zero: lowest compared OMol25 entry of this formula, charge and spin) = 32.2 kcal/mol
multiplicity = 1
DFT total energy = -12152.7432 eV

XYZ file:
```
13
Properties=species:S:1:pos:R:3:forces:R:3
C 2.1971 -0.5279 -0.0324 0.500 4.473 -0.109
C 0.9165 -0.7295 0.2084 -0.413 -2.976 -0.406
C -0.2119 0.1804 0.2281 -0.645 1.639 -0.414
C 0.0263 1.4804 0.0475 0.290 -0.586 0.187
Si -1.9903 -0.3816 -0.0088 0.630 -0.123 -0.907
H 3.0236 -1.2029 -0.0429 -0.030 -0.594 -0.093
H 2.4762 0.6313 -0.1837 -0.094 -2.846 0.345
H 0.5792 -1.7770 0.2077 0.371 0.107 0.469
H -0.7671 2.1813 -0.0855 -0.166 0.607 0.048
H 1.0702 1.7573 -0.0207 -0.209 0.766 -0.009
H -3.0173 0.6930 -0.0607 0.436 0.143 -0.263
H -2.4786 -1.1860 1.0812 -0.103 -0.788 0.430
H -1.8240 -1.1189 -1.3381 -0.568 0.178 0.723
```
Positions in Å, forces in eV/Å.